1.
30
Properties=species:S:1:pos:R:3 method="wB97M-V/def2-TZVPD" smiles="OB(O)/C=C/c1ccc(-c2ccccc2)cc1" de_lowest_ev=1.465 homo_lumo_gap_ha=0.3178
O -1.68205 -5.17531 1.69483
O -3.65075 -4.45342 3.09501
C 1.09806 3.75513 -2.78687
C 3.14702 3.48984 -1.50768
C -0.58663 -0.16189 1.44420
C 0.11785 0.92275 0.91268
C -1.75802 -2.71242 2.40474
C 1.13145 2.12000 -1.06574
C 0.49562 2.73151 -2.10153
C -1.42330 -2.42711 1.11050
C -0.14080 -1.34729 -0.61331
C 2.43150 4.08640 -2.58382
C 2.46418 2.52535 -0.81519
C 0.55408 0.90146 -0.37880
C -0.71535 -1.30399 0.65716
C 0.41051 -0.26542 -1.17602
B -2.40971 -4.15733 2.45195
H 0.74464 -0.32527 -2.18979
H -0.91924 -0.12382 2.46444
H 2.82693 2.03290 0.09685
H 0.62628 4.40326 -3.51350
H -0.47815 2.30725 -2.32594
H -0.20577 -2.19550 -1.29425
H -1.65804 -3.22284 0.41101
H -1.56984 -2.06261 3.30621
H 4.22883 3.59219 -1.45193
H 3.00738 4.81470 -3.18352
H 0.29690 1.82253 1.51226
H -2.22013 -5.91396 2.04958
H -4.16345 -3.65709 3.37648

***

2.
9
Properties=species:S:1:pos:R:3 method="wB97M-V/def2-TZVPD" smiles="N#C[C@@H](O)C=O" de_lowest_ev=1.866 homo_lumo_gap_ha=0.4079
O 1.83214 0.45751 -0.10485
O 0.03969 -0.97524 1.17737
N -1.38637 -1.20392 -1.85794
C -0.45143 -0.00705 0.30382
C 0.72395 0.92579 -0.05333
C -0.99083 -0.63967 -0.92916
H 0.95778 -1.11681 0.88088
H 0.53624 2.00223 -0.19814
H -1.26117 0.55716 0.78135

***

3.
102
Properties=species:S:1:pos:R:3 method="wB97M-V/def2-TZVPD" de_lowest_ev=1.588 total_charge=+2 spin_multiplicity=7 homo_lumo_gap_ha="0.2697 / 0.2822"
Tb -0.24788 -0.41684 -0.33946
Br -3.24766 -3.59145 5.44328
Br -2.67665 4.07488 4.75153
P 1.85460 0.17880 -2.29716
P -0.63741 1.65640 -2.40905
O 1.61968 -0.29640 1.05085
N 0.51995 0.70116 -3.24980
N 2.91495 -1.21682 2.67592
N -1.14133 -1.53723 1.86937
N 3.18976 1.00103 2.02453
N -3.81908 -6.14748 -4.31453
N -1.20695 1.14177 1.48215
C -2.67380 -4.25291 -2.96793
C -0.91827 3.25254 -4.69145
C -0.84855 5.65771 -4.63302
C 2.20714 -3.85895 -2.08772
C -0.64182 5.62685 -3.26194
C -2.39440 -2.77502 3.99744
C 2.33204 -3.28884 -4.42692
C 2.11555 -2.50770 -1.77516
C 2.30197 -4.24634 -3.41387
C -1.73097 -3.43324 -3.58614
C 2.23258 -2.49831 2.59599
C 3.26885 1.07196 -2.99257
C -0.71362 3.21750 -3.31214
C -2.55947 0.20638 -3.92441
C 3.11350 2.38927 -3.42617
C -1.39886 -2.19918 -1.51149
C -4.41579 0.30849 -1.84680
C 2.54614 -0.17704 1.90326
C 4.52460 0.46597 -3.04644
C -4.74760 -0.29161 -3.05122
C -3.00427 -4.03056 -1.63557
C -1.12340 -2.42376 -2.86264
C 2.80384 2.16093 1.23344
C -3.81924 -0.34112 -4.08887
C -2.37000 -3.01767 -0.93155
C -1.73324 0.67792 2.62536
C -1.11716 2.46543 1.31597
C -1.77909 -0.80598 2.79473
C -0.98278 4.47039 -5.34741
C -1.12228 -2.86474 2.01030
C -0.57316 4.40709 -2.60202
C 4.25914 1.23233 2.99991
C -3.15610 0.87275 -1.68805
C -1.72223 -3.53430 3.05698
C 2.25479 -1.94287 -4.11328
C 3.92379 -1.08653 3.73129
C 4.96280 -0.06386 3.33040
C 4.20138 3.08360 -3.93734
C -2.08364 2.90392 3.42452
C 5.60821 1.16812 -3.55326
C -2.22295 0.82604 -2.72377
C 2.12356 -1.54572 -2.78158
C -2.42987 -1.39574 3.86567
C -2.17809 1.53558 3.61868
C -1.53971 3.38911 2.24917
C -3.31365 -5.30844 -3.71316
C 5.44668 2.47363 -4.00111
H 4.07464 4.10056 -4.28715
H -2.68226 -2.86587 0.09455
H -0.68419 2.80116 0.38226
H -0.41054 -1.80042 -3.38823
H 5.67198 0.09230 4.14154
H 4.65419 -0.55700 -2.71184
H -1.14883 4.49521 -6.41698
H -0.90840 6.60678 -5.14980
H 2.41965 -3.59844 -5.46079
H 2.36745 -5.29786 -3.66444
H -1.04128 2.33817 -5.26446
H -3.75082 -4.65092 -1.15614
H 2.47230 2.96880 1.88928
H -0.53167 6.55035 -2.70766
H 3.44367 -0.80267 4.67268
H -5.13431 0.34050 -1.03735
H -5.73353 -0.71780 -3.18840
H 2.97182 -3.29778 2.55096
H 4.95312 1.94905 2.56328
H 2.00562 1.90000 0.55130
H -4.08010 -0.81540 -5.02691
H 2.20503 -4.60540 -1.30353
H 4.37727 -2.06534 3.87558
H 3.84051 1.68639 3.90280
H -1.82938 0.11523 -4.72260
H -0.60600 -3.42517 1.23953
H 6.57894 0.69139 -3.60865
H 2.07848 -2.19601 -0.73414
H -0.40742 4.38553 -1.53011
H 5.51372 -0.42212 2.45850
H -1.67740 -4.61217 3.12561
H -1.44776 4.45007 2.06383
H 6.29320 3.01574 -4.40300
H -2.91157 1.38324 -0.75970
H 1.59863 -2.65970 3.47134
H 1.61933 -2.53660 1.70496
H 2.14497 2.87625 -3.37440
H -2.97222 -0.81265 4.59433
H -2.58460 1.16343 4.54662
H 3.65695 2.51393 0.65266
H 2.29266 -1.19849 -4.90240
H -1.48661 -3.58699 -4.62969
H 0.70996 0.95083 -4.21639

***

4.
118
Properties=species:S:1:pos:R:3 method="wB97M-V/def2-TZVPD" total_charge=+3 homo_lumo_gap_ha=0.2219
As -4.15562 2.09975 -2.69990
Ga 0.96492 -1.31475 0.52456
P -0.32144 -0.15404 -1.46048
N 0.94633 -3.64272 -0.03515
N 0.48031 0.18270 1.80452
N -1.41140 -0.63134 2.87972
N 5.02058 -0.30003 0.43750
N 2.67595 -0.31097 0.39964
N -0.08312 0.91312 3.96874
N 1.72600 -2.24901 2.33904
N 3.84371 -2.03095 -0.63291
C 2.11980 3.32359 -3.21536
C 1.26618 1.27125 4.39024
C -1.14509 1.51587 4.77577
C 0.43194 2.46736 -1.73091
C 2.80596 3.42465 0.48005
C -0.62625 -1.45335 -2.70636
C -0.33246 0.18195 2.86977
C -1.92640 -1.24755 4.10364
C -2.05902 -1.05495 1.65345
C 2.43448 2.02873 -3.60282
C 4.93225 -2.99132 -0.40979
C -3.28338 4.10938 0.95824
C 3.85608 -0.81866 0.04877
C 0.87811 2.62980 1.67368
C -2.67057 4.33253 -1.73640
C 0.71929 1.16337 -2.14243
C -0.31872 -1.37132 -4.06236
C 2.41468 1.05935 0.68099
C -1.46770 -2.48350 -2.27113
C -3.79448 3.18552 0.05307
C 1.00673 -3.36952 3.01468
C -1.96414 -3.42634 -3.15817
C 1.12030 3.53783 -2.27578
C 6.23836 -0.40285 -0.37313
C -6.36198 1.34529 -1.00174
C -7.25926 0.47451 -0.39995
C -5.11655 -0.52615 -1.84947
C 1.66768 3.67811 1.23588
C -2.02588 0.58775 -1.42563
C -1.61073 -3.35963 -4.50029
C 1.11850 -4.64566 2.20152
C -7.08608 -0.89738 -0.51965
C 3.34650 -2.04454 -2.01160
C -0.79067 -2.33506 -4.94620
C -2.46474 5.14044 0.51860
C 1.74058 0.95183 -3.06995
C -2.15329 5.24868 -0.83098
C 3.15994 2.12174 0.18044
C -6.01700 -1.39680 -1.24926
C -5.26790 0.85255 -1.71127
C 5.18378 0.47392 1.66627
C -2.47623 1.03774 -2.80308
C -3.49038 3.29097 -1.30158
C 0.36470 -4.64283 0.89099
C 1.25414 1.31192 1.42474
H -2.00899 1.43543 -0.73608
H 6.01400 -0.77967 -1.36552
H -1.53811 6.06770 -1.18241
H 1.98183 -0.04177 -3.41821
H -2.12062 1.31895 4.34332
H -2.88115 -0.81669 4.40509
H -0.69095 -4.40502 1.03671
H 6.65824 0.59735 -0.48015
H -8.10667 0.86811 0.14565
H -3.54288 4.03439 2.00707
H -0.99231 2.59646 4.79963
H 1.81713 -1.46226 2.97604
H 2.46409 -1.41571 -2.10015
H -0.53947 -2.26217 -5.99608
H -1.99363 -4.09064 -5.19958
H 4.51863 -4.00071 -0.46093
H 1.37119 1.03238 5.44910
H -1.90928 -0.31523 0.87392
H 0.86702 4.54572 -1.97274
H -1.75601 1.70917 -3.27055
H -5.89622 -2.46632 -1.36957
H 2.17799 -4.84936 2.00467
H 4.10674 -1.69853 -2.71782
H -2.45430 4.43989 -2.79481
H 3.20593 1.85599 -4.34201
H 6.07356 0.10458 2.17614
H 3.40325 4.24362 0.10293
H 1.94338 -3.82054 -0.12897
H -4.30629 -0.93207 -2.44766
H -4.43341 2.38523 0.40626
H 3.07727 -3.06285 -2.29463
H 0.75070 -5.47360 2.80858
H 2.64513 4.16336 -3.65057
H 4.00519 1.92688 -0.46742
H -2.69920 -0.16801 -1.01763
H 5.31948 1.53545 1.46090
H -1.78672 -2.50669 -1.23120
H 0.41881 -5.63624 0.44323
H 6.98412 -1.03625 0.10676
H -0.34973 2.66497 -1.00747
H -6.52710 2.41445 -0.93145
H -3.12904 -1.15731 1.83175
H -2.08100 -2.31216 3.92049
H 0.26950 -0.54993 -4.44484
H -2.65584 0.20586 -3.48245
H 2.67754 -2.55471 2.14074
H -1.21303 -1.13547 4.91552
H 1.45850 2.33674 4.25671
H 2.00861 0.71182 3.82578
H 0.55301 -3.78737 -0.96287
H 4.32027 0.35247 2.31432
H -7.79550 -1.57512 -0.06388
H -1.68840 -2.03356 1.30594
H -0.04518 2.83638 2.20139
H -2.08818 5.87134 1.22258
H 1.38006 4.69601 1.46300
H 1.42834 -3.54896 4.00399
H 5.71939 -2.92912 -1.16222
H -2.64406 -4.19510 -2.81386
H -1.11832 1.14761 5.80161
H 5.37118 -2.84763 0.57495
H -0.03572 -3.07255 3.14812

***

5.
12
Properties=species:S:1:pos:R:3 method="wB97M-V/def2-TZVPD" de_lowest_ev=2.121 homo_lumo_gap_ha=0.3670
O 2.16198 -0.66966 0.62726
O -0.05349 -0.92573 0.12984
O 0.18419 2.36898 1.12430
O -2.27066 -0.78253 0.32737
O 1.51803 -0.20083 -1.45869
N -1.29784 0.68713 -1.07069
C -1.19811 -0.31643 -0.29863
C 1.27320 -0.32997 -0.30344
C 0.49849 1.73622 0.23862
H -2.01195 -1.47992 0.94881
H -0.53228 0.79658 -1.72820
H 1.72844 -0.88384 1.46345

***

6.
33
Properties=species:S:1:pos:R:3 method="wB97M-V/def2-TZVPD" de_lowest_ev=0.000 total_charge=+1 homo_lumo_gap_ha=0.2825
O 1.10721 1.45328 5.53352
O 1.03585 0.91477 0.98623
O 0.95311 -0.42828 3.42878
O 0.86429 -2.32749 -0.21099
O -0.91009 -0.88827 6.56157
O 2.21191 -1.95351 5.62307
N 2.59980 3.18386 5.70916
N 0.56787 3.24781 6.79187
C -1.61380 -3.18147 6.25843
C -1.68404 -1.75310 5.70744
C 1.42955 2.55744 6.01112
C -3.13157 -1.30280 5.59623
Li 2.55687 -1.65655 3.77852
Li 1.22867 1.38149 2.90322
Li 0.72509 -0.42609 5.34132
H 1.71125 -2.51405 6.20219
H 2.68580 4.12813 6.03598
H -1.22090 -1.68939 4.71983
H -2.05323 -3.89896 5.56336
H 0.80208 4.02318 7.38316
H -2.09847 -3.26918 7.23064
H -3.73762 -1.76221 4.81521
H -1.06181 -1.22223 7.45321
H -3.65518 -1.49645 6.53454
H 3.30741 2.75951 5.14646
H -0.32770 2.81865 6.94970
H 0.22679 -2.95434 0.15267
H 0.67172 -1.49378 0.22614
H 1.14552 1.24098 0.07974
H 0.11415 0.62126 1.03649
H -3.14929 -0.23277 5.36568
H -0.57272 -3.50331 6.34364
H 0.17985 -0.85527 3.06664

***

7.
94
Properties=species:S:1:pos:R:3 method="wB97M-V/def2-TZVPD" smiles="CN(C)C(=O)C[C@]1([PH2]=N)OC(=O)O[C@]1(CN)ON=O.O=C1C=CC(=O)C=C1.O=C1C=CC(=O)C=C1.O=C1C=CC(=O)C=C1.O=C1C=CC(=O)C=C1.O=C1C=CC(=O)C=C1" de_lowest_ev=0.000 homo_lumo_gap_ha=0.2659
P -4.94709 -2.22031 2.31037
O -5.94849 -0.57700 -0.68737
O 1.95074 -2.19049 -6.48972
O -0.46093 3.71436 4.63631
O 5.47468 2.47487 3.41415
O 2.55706 -4.44401 -1.03601
O -1.49300 -1.69897 1.60585
O -7.51545 0.78092 -0.15156
O -0.37810 2.05410 -0.39018
O -4.54253 -3.72039 -0.02139
O 5.76157 -1.40507 -3.95106
O 3.01975 1.16822 -10.43933
O -5.20542 -2.45064 -1.73426
O -3.93212 -4.26823 -2.15292
O -0.42453 8.93675 8.03497
O 6.55499 -2.13831 1.04034
O -0.34379 7.27882 3.00807
N -1.72412 -3.44851 0.09793
N -7.46251 -3.13916 0.97274
N -4.66328 -3.55482 3.09326
N -6.82424 -0.00881 0.32390
C 0.13846 4.17664 2.40699
C -4.49364 -3.56057 -1.39115
C 3.85395 -0.12413 -8.65741
C 5.02941 -2.10440 -3.28102
C 6.29969 -1.07619 1.57288
C 5.71955 1.42146 2.86973
C 6.70842 0.47029 3.43659
C -0.99310 2.01062 3.10149
C 5.04149 1.03023 1.60774
C 0.16892 9.39738 5.80545
C -7.11899 -2.74177 -0.39260
C -0.50781 -3.30495 -0.69603
C 3.58636 -0.96909 -7.66598
C -0.96124 7.23273 6.50046
C 3.29403 -3.75113 -1.70517
C 4.48417 -3.09488 -1.10478
C 6.97622 -0.68522 2.83526
C 1.38856 -0.05277 -9.26192
C -0.40795 8.55481 6.88551
C 2.19815 -1.42156 -7.39566
C 5.29003 -2.33095 -1.83713
C -4.65986 -2.37099 0.45102
C 2.77668 0.40033 -9.53523
C -0.36407 7.65755 4.16237
C 1.12060 -0.89735 -8.27032
C -0.44021 3.33335 3.48269
C 0.18995 8.98056 4.54299
C 3.03255 -3.51988 -3.14777
C 5.30945 -0.12519 1.00596
C -0.94152 6.81512 5.23756
C 3.83982 -2.75718 -3.87882
C 0.15885 3.75919 1.14395
C -3.36797 -1.56952 0.16471
C -1.66130 -4.53737 1.06808
C -2.10642 -2.22928 0.70064
C -5.78636 -1.95821 -0.50926
C -0.39480 2.43692 0.76082
C -0.97155 1.59391 1.83863
H -6.84336 -3.90126 1.24224
H -8.38765 -3.55248 0.96228
H -7.06357 -3.60503 -1.05299
H -4.07418 -1.18150 2.66239
H 0.60591 9.57541 3.73975
H -3.44157 -0.62664 0.70386
H 0.57385 4.35663 0.34216
H -1.33414 5.85499 4.93806
H -1.40711 1.41253 3.90373
H 4.32275 1.73700 1.21280
H -0.78285 -4.47114 1.71442
H 4.35800 -1.36017 -7.01385
H 7.69298 -1.39368 3.23032
H 3.66271 -2.57399 -4.92960
H -7.90181 -2.10627 -0.80243
H 0.11756 -1.24131 -8.05278
H 4.85709 0.22081 -8.87242
H -1.37564 6.63564 7.30252
H 0.53146 5.13652 2.70664
H 4.65738 -3.27639 -0.05287
H 7.19036 0.77301 4.35730
H 0.40525 -3.50331 -0.13199
H -0.54608 -4.02203 -1.51543
H 6.16424 -1.84882 -1.42184
H -1.36469 0.63044 1.53968
H 4.82087 -0.42272 0.08851
H -2.54168 -4.50849 1.70920
H -3.25672 -1.31201 -0.88780
H 0.61981 0.34322 -9.91297
H 2.15675 -4.00224 -3.56366
H -5.50621 -3.83960 3.58050
H -6.24071 -1.71757 2.43080
H -1.69052 -5.48602 0.53772
H -0.42621 -2.31320 -1.13791
H 0.56600 10.35779 6.10830

***

8.
15
Properties=species:S:1:pos:R:3 method="wB97M-V/def2-TZVPD" de_lowest_ev=2.142 total_charge=+1 homo_lumo_gap_ha="0.2574 / 0.2387"
I 4.05696 -0.13065 0.48057
Br -2.22711 -0.43423 1.14115
S 1.45486 0.14015 0.35970
N -1.85295 1.29118 -1.00210
C 2.36864 -0.27187 -2.35640
C -1.24406 0.06310 -0.35693
C 2.27168 -0.73626 -0.89185
H -1.63044 2.09940 -0.47245
H 2.42090 0.82219 -2.35560
H -1.22736 -0.71698 -1.14105
H -2.81858 1.18566 -0.99494
H -1.46570 1.43736 -2.04807
H 3.19771 -0.51759 -3.02971
H 2.30912 -1.83081 -0.89257
H 1.56945 -0.56613 -2.96158

***

9.
55
Properties=species:S:1:pos:R:3 method="wB97M-V/def2-TZVPD" smiles="CC1CCN(Cc2nnnn2CCCC(=O)N(C)[C@H]2CCOC2)CC1" homo_lumo_gap_ha=0.3455
O 5.75143 0.63774 -0.27842
O 1.01496 0.62340 1.23146
N -3.17186 3.05848 -0.64122
N 2.57017 0.36558 -0.36975
N -2.02779 -0.91059 0.63452
N -2.26506 2.33484 0.02323
N -4.30602 2.52890 -0.45133
N -4.21142 1.46027 0.32589
C -0.87636 2.69532 -0.00148
C -0.70753 -2.94559 0.38661
C 2.97271 0.29335 -1.75900
C 5.82263 -0.66352 0.26454
C 0.21226 0.63087 -1.01419
C -1.90326 -3.68794 -0.20928
C 1.29238 0.52846 0.04307
C -2.34584 0.24824 1.46116
C -1.17233 -1.85045 1.34112
C 4.37257 -1.08244 0.56480
C -0.16104 2.10518 -1.22141
C -1.45730 -4.74692 -1.21195
C -3.22121 -1.58539 0.14961
C 4.73234 1.29781 0.43713
C -2.93885 1.32462 0.63090
C 3.61113 0.25747 0.63561
C -2.83080 -2.66081 -0.85763
H -0.80263 -5.47350 -0.73564
H 4.41738 2.16848 -0.13752
H -0.84002 3.78678 -0.04271
H -3.87511 -0.84790 -0.31980
H -0.12786 -2.49063 -0.41919
H 4.30288 -1.63386 1.49908
H -3.77866 -2.04466 0.98530
H -0.91716 -4.28646 -2.03671
H -2.31775 -5.27357 -1.61822
H -0.05797 -3.63908 0.92414
H -0.66050 0.08420 -0.64019
H -1.41394 0.60261 1.90896
H 5.10791 1.62667 1.41610
H -2.44646 -4.18238 0.60457
H 0.73940 2.69434 -1.40926
H 2.59686 1.14850 -2.32206
H 3.96995 -1.70505 -0.23213
H 3.10970 0.39534 1.59548
H 6.41488 -0.64828 1.19038
H -1.70336 -2.30664 2.19556
H -0.30837 -1.30417 1.72561
H 2.61743 -0.62569 -2.23311
H 6.32037 -1.30063 -0.46661
H 0.52263 0.19114 -1.95858
H -0.39784 2.34487 0.91566
H -3.06131 -0.00210 2.26241
H -2.31755 -2.19123 -1.69924
H 4.05904 0.30779 -1.80716
H -0.81319 2.20088 -2.09222
H -3.73210 -3.14644 -1.23492

***

no.,electronic energy (eV)
1,-19501.6015
2,-8743.2651
3,-241511.1954
4,-182074.6717
5,-14885.8023
6,-20320.9071
7,-87972.1695
8,-93698.7031
9,-31150.9359